(1)
Density functional theory data (the ωB97M-V functional and the def2-TZVPD basis) for a 2-piece molecular cluster, C3H9IN3 overall at a distorted geometry.

* ΔE to the lowest compared entry with this formula, charge and spin: 3.734 eV
* HOMO-LUMO gap: 8.656 eV
* charge: +1
* E: -581.273970 Eh
* E_LUMO: -4.370 eV

Each atom is followed by the atoms it is bonded to, with distances in Å.
CARTESIAN COORDINATES (ANGSTROEM)
1 C 1.713 -0.289 -0.614  C2 1.513, H8 1.040, H9 1.100, H10 1.044
2 C 0.322 0.287 -0.462  C1 1.513, N6 1.523, H11 1.103, H12 1.083
3 C -1.521 1.142 1.131  N6 1.503, I7 2.260, H13 1.172
4 N -1.467 -3.654 -0.425  N5 1.102
5 N -1.614 -2.591 -0.176  N4 1.102
6 N -0.364 0.211 0.896  C2 1.523, C3 1.503, H15 1.043, H16 0.969
7 I -3.213 0.273 -0.088  C3 2.260, H14 1.524
8 H 2.334 0.213 0.053  C1 1.040
9 H 1.632 -1.384 -0.542  C1 1.100
10 H 1.825 0.180 -1.540  C1 1.044
11 H -0.228 -0.215 -1.275  C2 1.103
12 H 0.326 1.320 -0.786  C2 1.083
13 H -1.126 1.933 0.360  C3 1.172
14 H -3.873 1.357 0.755  I7 1.524
15 H 0.408 0.376 1.578  N6 1.043
16 H -0.642 -0.695 1.098  N6 0.969

---

(2)
Density functional theory data (the ωB97M-V functional and the def2-TZVPD basis) for a 3-piece molecular cluster, C3H9INO2 overall at a distorted geometry.

* ΔE to the lowest compared entry with this formula, charge and spin: 1.861 eV
* HOMO-LUMO gap: 8.855 eV
* charge: +1
* E: -622.289350 Eh
* E_LUMO: -3.783 eV

Each atom is followed by the atoms it is bonded to, with distances in Å.
CARTESIAN COORDINATES (ANGSTROEM)
1 C -1.346 -0.070 1.711  C2 1.410, H8 1.112, H9 1.033, H10 1.120
2 C -1.446 -0.761 0.486  C1 1.410, N4 1.314, H11 1.161
3 C 0.427 0.212 -0.816  O5 1.278, O6 1.267
4 N -2.483 -0.569 -0.297  C2 1.314, H12 1.028, H14 1.060
5 O 0.000 0.564 -1.968  C3 1.278, H15 1.054
6 O 1.651 -0.021 -0.585  C3 1.267, H16 0.960
7 I 5.401 0.191 -0.320  H13 1.648
8 H -2.046 0.794 1.719  C1 1.112
9 H -1.720 -0.583 2.525  C1 1.033
10 H -0.301 0.230 1.979  C1 1.120
11 H -0.782 -1.692 0.284  C2 1.161
12 H -2.844 -0.959 -1.177  N4 1.028
13 H 5.691 1.542 0.578  I7 1.648
14 H -3.159 0.219 -0.080  N4 1.060
15 H 0.636 0.788 -2.778  O5 1.054
16 H 2.321 0.114 -1.260  O6 0.960